[1]
10 unconnected molecules or ions with the total composition C62H128N6O10. Source: OMol25; level of theory: ωB97M-V/def2-TZVPD.

Each line ends with the Löwdin charge.
Atoms and positions in Å:
C (13.083, 10.529, 24.072)  -0.083
C (14.614, 10.706, 23.812)  -0.190
C (15.203, 9.352, 23.236)  -0.064
N (16.810, 9.259, 23.264)  -0.235
C (17.336, 10.552, 22.600)  -0.079
C (18.781, 10.382, 22.077)  -0.166
C (19.132, 9.179, 21.280)  -0.199
C (18.702, 7.922, 21.998)  -0.153
C (17.227, 7.984, 22.508)  -0.076
C (17.289, 9.182, 24.684)  0.025
H (12.762, 9.718, 24.724)  0.081
H (12.555, 10.572, 23.119)  0.051
H (12.873, 11.489, 24.544)  0.070
H (15.061, 10.962, 24.773)  0.105
H (14.738, 11.528, 23.107)  0.096
H (15.016, 9.251, 22.167)  0.109
H (14.757, 8.465, 23.687)  0.126
H (16.616, 10.795, 21.819)  0.108
H (17.361, 11.415, 23.266)  0.133
H (19.118, 11.358, 21.728)  0.130
H (19.337, 10.381, 23.014)  0.113
H (18.592, 9.205, 20.334)  0.103
H (20.219, 9.210, 21.199)  0.128
H (18.817, 7.101, 21.291)  0.125
H (19.375, 7.786, 22.844)  0.114
H (16.722, 8.077, 21.546)  0.126
H (16.919, 7.133, 23.114)  0.131
H (16.992, 8.164, 24.940)  0.101
H (16.856, 9.859, 25.421)  0.110
H (18.374, 9.235, 24.597)  0.105
C (13.059, 9.358, 9.498)  -0.087
C (13.148, 10.214, 10.745)  -0.222
C (14.516, 10.084, 11.468)  -0.093
N (14.966, 11.228, 12.455)  -0.231
C (13.803, 11.571, 13.436)  -0.097
C (14.288, 12.556, 14.503)  -0.142
C (15.654, 12.222, 15.331)  -0.126
C (16.709, 11.736, 14.292)  -0.145
C (16.164, 10.681, 13.275)  -0.066
C (15.311, 12.525, 11.738)  0.045
H (12.238, 9.582, 8.816)  0.086
H (13.097, 8.296, 9.739)  0.083
H (13.912, 9.487, 8.832)  0.084
H (12.450, 10.165, 11.580)  0.103
H (13.078, 11.231, 10.360)  0.103
H (15.386, 9.950, 10.825)  0.131
H (14.461, 9.254, 12.171)  0.125
H (13.430, 10.688, 13.955)  0.125
H (13.029, 12.039, 12.828)  0.118
H (13.555, 12.703, 15.296)  0.076
H (14.540, 13.529, 14.080)  0.077
H (15.435, 11.395, 16.006)  0.085
H (15.905, 12.940, 16.111)  0.092
H (17.494, 11.238, 14.862)  0.112
H (17.091, 12.647, 13.830)  0.086
H (15.985, 9.736, 13.788)  0.138
H (16.885, 10.449, 12.490)  0.130
H (15.738, 13.293, 12.383)  0.087
H (14.389, 12.874, 11.274)  0.108
H (16.042, 12.276, 10.968)  0.118
C (12.694, 14.303, 22.687)  -0.057
C (13.557, 14.404, 21.361)  -0.212
C (14.348, 15.719, 21.266)  -0.063
N (15.326, 15.715, 20.016)  -0.184
C (14.588, 15.030, 18.821)  -0.103
C (15.258, 15.386, 17.531)  -0.180
C (15.468, 16.886, 17.328)  -0.135
C (16.425, 17.475, 18.491)  -0.131
C (15.674, 17.191, 19.819)  -0.101
C (16.635, 15.003, 20.349)  0.055
H (13.384, 14.202, 23.524)  0.076
H (12.007, 13.460, 22.607)  0.057
H (11.989, 15.134, 22.655)  0.069
H (12.980, 14.124, 20.479)  0.069
H (14.243, 13.574, 21.532)  0.088
H (15.033, 15.891, 22.097)  0.132
H (13.728, 16.608, 21.377)  0.124
H (13.548, 15.352, 18.871)  0.113
H (14.581, 13.940, 18.845)  0.099
H (14.669, 15.093, 16.662)  0.100
H (16.170, 14.791, 17.478)  0.103
H (14.578, 17.516, 17.344)  0.101
H (15.934, 17.036, 16.354)  0.081
H (16.694, 18.531, 18.472)  0.116
H (17.417, 17.025, 18.432)  0.065
H (14.771, 17.774, 19.633)  0.114
H (16.260, 17.556, 20.663)  0.146
H (17.142, 15.436, 21.212)  0.101
H (17.274, 15.137, 19.475)  0.080
H (16.214, 14.009, 20.496)  0.085
C (13.139, 20.302, 15.407)  -0.063
C (12.009, 19.429, 16.009)  -0.207
C (11.224, 18.603, 14.939)  -0.105
N (10.283, 17.490, 15.492)  -0.223
C (11.128, 16.250, 16.072)  -0.034
C (11.874, 15.513, 14.951)  -0.157
C (10.909, 15.072, 13.806)  -0.187
C (10.128, 16.286, 13.268)  -0.136
C (9.289, 17.003, 14.387)  -0.063
C (9.445, 18.123, 16.585)  0.017
H (13.277, 21.303, 15.815)  0.081
H (12.948, 20.395, 14.337)  0.071
H (14.078, 19.756, 15.501)  0.062
H (11.201, 20.007, 16.458)  0.104
H (12.336, 18.738, 16.786)  0.071
H (11.996, 18.139, 14.324)  0.095
H (10.583, 19.274, 14.368)  0.138
H (11.809, 16.677, 16.807)  0.111
H (10.423, 15.550, 16.521)  0.119
H (12.672, 16.050, 14.438)  0.096
H (12.370, 14.614, 15.315)  0.080
H (11.407, 14.536, 12.998)  0.104
H (10.245, 14.302, 14.197)  0.098
H (10.848, 16.973, 12.824)  0.108
H (9.492, 15.832, 12.508)  0.117
H (8.682, 17.865, 14.109)  0.127
H (8.622, 16.344, 14.943)  0.125
H (8.908, 17.304, 17.063)  0.105
H (8.714, 18.842, 16.215)  0.121
H (10.192, 18.319, 17.354)  0.092
C (18.781, 14.770, 14.573)  0.014
C (19.831, 15.516, 15.527)  -0.337
C (21.294, 14.999, 15.065)  -0.096
C (21.660, 15.513, 13.655)  -0.151
C (21.585, 17.076, 13.626)  -0.116
C (20.243, 17.718, 14.100)  -0.442
N (19.786, 17.034, 15.353)  0.154
O (18.688, 17.719, 15.933)  0.148
C (19.168, 17.689, 13.012)  0.011
C (20.623, 19.165, 14.538)  -0.016
C (19.693, 15.181, 17.065)  0.013
H (18.969, 14.758, 13.500)  0.079
H (17.740, 15.057, 14.720)  0.074
H (18.792, 13.719, 14.862)  0.076
H (21.225, 13.912, 15.112)  0.125
H (22.011, 15.353, 15.806)  0.119
H (20.963, 15.214, 12.872)  0.099
H (22.632, 15.247, 13.238)  0.121
H (21.794, 17.426, 12.615)  0.132
H (22.410, 17.451, 14.232)  0.118
H (18.252, 18.191, 13.324)  0.097
H (18.961, 16.687, 12.637)  0.070
H (19.483, 18.322, 12.182)  0.113
H (20.930, 19.773, 13.687)  0.104
H (21.394, 19.246, 15.304)  0.096
H (19.786, 19.715, 14.968)  0.084
H (19.083, 15.845, 17.677)  0.060
H (20.666, 15.143, 17.554)  0.091
H (19.284, 14.171, 17.089)  0.076
C (13.068, 10.263, 17.472)  0.017
C (12.038, 10.478, 18.557)  -0.416
C (11.848, 11.977, 18.871)  -0.126
C (11.135, 12.725, 17.773)  -0.182
C (9.752, 12.174, 17.623)  -0.115
C (9.746, 10.648, 17.167)  -0.385
N (10.725, 9.898, 18.059)  0.114
O (10.750, 8.600, 17.854)  0.186
C (10.198, 10.630, 15.701)  -0.001
C (8.323, 10.075, 17.471)  0.002
C (12.374, 9.804, 19.896)  0.001
H (13.917, 9.722, 17.890)  0.095
H (13.396, 11.257, 17.165)  0.077
H (12.821, 9.673, 16.590)  0.093
H (12.846, 12.389, 19.019)  0.113
H (11.414, 12.058, 19.868)  0.133
H (11.674, 12.679, 16.826)  0.091
H (11.159, 13.745, 18.157)  0.122
H (9.156, 12.763, 16.926)  0.127
H (9.288, 12.294, 18.602)  0.133
H (9.491, 11.115, 15.028)  0.109
H (10.355, 9.608, 15.355)  0.096
H (11.208, 10.984, 15.495)  0.061
H (8.021, 10.182, 18.513)  0.095
H (8.264, 8.992, 17.366)  0.086
H (7.544, 10.537, 16.865)  0.103
H (11.723, 10.023, 20.742)  0.089
H (13.396, 10.084, 20.153)  0.092
H (12.383, 8.717, 19.811)  0.094
C (17.833, 11.538, 18.267)  -0.021
C (16.567, 10.926, 18.800)  -0.845
O (16.319, 9.720, 18.879)  -0.063
O (15.844, 11.710, 19.397)  -0.068
H (18.628, 10.793, 18.247)  0.071
H (18.258, 12.378, 18.818)  0.071
H (17.776, 11.793, 17.209)  0.039
C (10.879, 18.201, 21.184)  -0.033
C (11.552, 17.649, 19.964)  -0.822
O (11.190, 16.452, 19.695)  -0.130
O (12.279, 18.344, 19.279)  -0.041
H (11.399, 17.861, 22.080)  0.066
H (9.817, 17.957, 21.185)  0.077
H (11.069, 19.271, 21.263)  0.072
C (14.694, 17.692, 12.718)  -0.020
C (15.681, 16.546, 12.927)  -0.767
O (15.465, 15.809, 13.916)  -0.097
O (16.559, 16.303, 12.051)  -0.083
H (13.917, 17.272, 12.080)  0.078
H (15.265, 18.565, 12.401)  0.078
H (14.276, 17.965, 13.687)  0.036
C (16.807, 15.500, 25.596)  -0.043
C (17.821, 15.253, 24.386)  -0.829
O (18.403, 14.158, 24.293)  -0.109
O (17.994, 16.243, 23.686)  -0.089
H (15.819, 15.355, 25.161)  0.031
H (16.979, 16.512, 25.964)  0.056
H (16.864, 14.822, 26.448)  0.045

Results
Total charge ... +2
Lowest unoccupied orbital energy ... -8.20 eV
Largest force on an atom ... 9.382 eV/Å
Kohn-Sham gap ... 1.1 eV
Energy ... -95759.3140 eV
Molar mass ... 1117.7 g mol⁻¹
Highest occupied orbital energy ... -0.34030 hartree

[2]
A molecular structure, C18H25Cl2N5V. Source: OMol25; level of theory: ωB97M-V/def2-TZVPD.

Each line ends with the Löwdin charge.
Atoms and positions in Å:
V (-0.525, -0.287, -0.004)  0.791
C (-1.616, 1.519, 1.805)  -0.122
C (-0.098, 1.709, 1.665)  -0.182
N (0.543, 0.383, 1.573)  -0.124
C (1.981, 0.405, 1.214)  -0.067
C (2.123, 0.538, -0.287)  -0.216
C (3.232, 1.031, -0.945)  0.031
C (3.185, 1.135, -2.333)  0.014
C (2.015, 0.828, -3.017)  0.012
C (0.936, 0.348, -2.295)  -0.233
C (-0.434, 0.094, -2.891)  -0.070
N (-1.390, -0.416, -1.869)  -0.112
C (-2.637, 0.365, -1.678)  -0.135
C (-2.430, 1.399, -0.563)  -0.159
N (-2.119, 0.675, 0.694)  -0.132
N (1.041, 0.150, -0.977)  0.020
H (-2.108, 2.494, 1.831)  0.144
H (-1.833, 1.007, 2.744)  0.142
H (0.280, 2.299, 2.502)  0.138
H (0.120, 2.253, 0.744)  0.040
H (0.437, -0.101, 2.460)  0.155
H (2.428, -0.543, 1.521)  0.153
H (2.520, 1.213, 1.716)  0.145
H (4.110, 1.334, -0.392)  0.138
H (4.050, 1.490, -2.877)  0.135
H (1.940, 0.970, -4.086)  0.139
H (-0.348, -0.607, -3.723)  0.151
H (-0.790, 1.045, -3.300)  0.140
H (-1.636, -1.366, -2.118)  0.145
H (-3.421, -0.326, -1.364)  0.142
H (-2.966, 0.856, -2.595)  0.140
H (-3.330, 2.010, -0.455)  0.151
H (-1.602, 2.067, -0.816)  0.062
H (-2.958, 0.187, 0.989)  0.155
N (-0.481, -1.825, 0.446)  -0.037
C (-0.410, -3.057, 1.033)  -0.337
C (0.550, -4.001, 0.632)  -0.024
C (0.651, -5.207, 1.298)  -0.060
C (-0.191, -5.494, 2.364)  -0.050
C (-1.151, -4.572, 2.764)  -0.062
C (-1.271, -3.367, 2.103)  -0.030
H (1.204, -3.753, -0.194)  0.112
H (1.394, -5.929, 0.987)  0.117
H (-0.099, -6.437, 2.886)  0.118
H (-1.801, -4.801, 3.598)  0.117
H (-2.014, -2.635, 2.396)  0.105
Cl (1.572, 4.865, 0.945)  0.558
C (0.986, 5.124, -0.706)  -0.935
Cl (0.372, 3.621, -1.419)  0.599
H (1.811, 5.465, -1.320)  0.040
H (0.177, 5.844, -0.687)  0.041

Results
Total charge ... +2
Lowest unoccupied orbital energy (alpha / beta) ... -6.25 / -6.18 eV
Largest force on an atom ... 2.900 eV/Å
Kohn-Sham gap (alpha / beta) ... 7.6 / 7.5 eV
Energy ... -77242.1933 eV
Molar mass ... 433.3 g mol⁻¹
⟨S²⟩ ... 0.843
Spin multiplicity ... 2
Highest occupied orbital energy (alpha / beta) ... -0.51020 / -0.50433 hartree

[3]
A single C12H13ClNO4 molecule. Source: OMol25; level of theory: ωB97M-V/def2-TZVPD.

Each line ends with the Löwdin charge.
Atoms and positions in Å:
C (0.102, -0.288, -0.816)  -0.350
C (0.138, 1.176, -0.634)  -0.505
C (-0.770, 1.949, 0.239)  -0.571
O (-1.309, 2.983, -0.099)  0.101
C (0.617, -0.757, -2.182)  -0.057
C (-1.339, -0.767, -0.624)  -0.188
C (-2.353, -0.171, -1.387)  -0.033
C (-3.688, -0.533, -1.225)  -0.070
C (-4.033, -1.522, -0.304)  -0.087
C (-3.033, -2.134, 0.450)  -0.071
C (-1.695, -1.790, 0.257)  -0.025
Cl (1.296, 2.145, -1.454)  0.797
O (-0.961, 1.379, 1.420)  -0.034
C (-1.975, 1.941, 2.254)  -0.025
H (1.681, -0.525, -2.314)  0.076
H (0.453, -1.839, -2.274)  0.101
H (0.074, -0.278, -3.005)  0.093
H (-2.100, 0.579, -2.140)  0.129
H (-4.454, -0.066, -1.846)  0.108
H (-5.077, -1.810, -0.172)  0.104
H (-3.289, -2.910, 1.174)  0.107
H (-0.945, -2.307, 0.853)  0.097
H (-1.647, 2.910, 2.648)  0.101
H (-2.125, 1.225, 3.066)  0.097
H (-2.901, 2.071, 1.680)  0.103
C (1.309, -0.918, 0.386)  0.042
H (2.126, -0.195, 0.417)  0.119
H (0.801, -0.992, 1.349)  0.120
N (1.891, -2.221, 0.040)  -0.421
O (3.007, -2.233, -0.448)  0.075
O (1.227, -3.224, 0.235)  0.066

Results
Lowest unoccupied orbital energy (alpha / beta) ... 0.01 / -1.34 eV
Largest force on an atom ... 2.672 eV/Å
Kohn-Sham gap (alpha / beta) ... 8.7 / 8.3 eV
Energy ... -34853.0508 eV
Molar mass ... 270.7 g mol⁻¹
⟨S²⟩ ... 0.757
Spin multiplicity ... 2
Highest occupied orbital energy (alpha / beta) ... -0.31928 / -0.35366 hartree